Density functional theory data (the ωB97M-V functional and the def2-TZVPD basis) for a 2-piece molecular cluster, C5H13NOS overall.

```
21
C5H13NOS the ωB97M-V functional and the def2-TZVPD basis
C 1.222 -3.619 -1.295
C 1.366 -4.869 -0.972
C -1.102 3.880 0.867
C -0.395 1.087 -0.376
C 0.320 2.075 0.571
N -0.112 -0.270 0.072
O 0.071 3.395 0.297
S -1.394 -1.309 0.269
H 0.539 -2.791 -0.849
H 1.826 -3.319 -2.018
H 2.045 -5.449 -1.463
H 0.760 -5.273 -0.165
H -0.997 3.895 2.020
H -1.979 3.277 0.435
H -1.251 4.931 0.597
H -1.520 1.151 -0.190
H -0.179 1.240 -1.412
H 1.422 2.025 0.615
H 0.091 1.902 1.655
H 0.684 -0.712 -0.240
H -1.416 -1.247 1.582
```

**Orbital gap**: 0.371 Ha
**Lowest unoccupied orbital energy**: 0.9 eV
**Calculated total energy**: -19765.390 eV
**SMILES**: COCCNS.C=C